{
  "formula": "C23H13F10N2O2ReS4Te",
  "method": "ωB97M-V/def2-TZVPD",
  "elements": ["Re", "F", "Te", "F", "F", "F", "F", "O", "S", "C", "N", "C", "C", "C", "N", "H", "H", "H", "H", "F", "C", "C", "C", "F", "C", "F", "C", "F", "C", "F", "O", "C", "C", "C", "C", "C", "S", "C", "C", "C", "C", "S", "C", "C", "C", "C", "S", "H", "H", "H", "H", "H", "H", "H", "H", "H"],
  "positions_angstrom": [[-0.037398, 1.344198, 0.534154], [-2.309022, 4.441537, -2.190252], [-2.481847, 3.681189, -0.416543], [-3.874538, 4.703144, 0.332933], [-2.838290, 2.144349, 0.787922], [0.390075, 3.216340, 0.552173], [-3.872216, 2.787985, -1.312149], [-1.167321, 1.852929, -1.215093], [1.840165, 1.023685, 2.066086], [3.208125, 0.292259, 1.365798], [4.246876, 0.091196, 2.233169], [5.393402, -0.514350, 1.874797], [5.527241, -0.952146, 0.592256], [4.440105, -0.712064, -0.261350], [3.326511, -0.106808, 0.099094], [4.126148, 0.414000, 3.187301], [6.145534, -0.621439, 2.643260], [6.422804, -1.446646, 0.256172], [4.479302, -1.034212, -1.295177], [-1.108142, 3.935124, 2.447056], [-1.241015, 2.759093, 3.073114], [-0.843811, 1.577390, 2.458801], [-1.073106, 0.414005, 3.189617], [-0.738660, -0.785032, 2.675705], [-1.635414, 0.402521, 4.453215], [-1.820628, -0.741930, 5.107730], [-2.006810, 1.605586, 5.033701], [-2.546863, 1.625326, 6.243930], [-1.808702, 2.788332, 4.336742], [-2.177207, 3.942332, 4.881750], [-0.004117, -0.415801, -0.238450], [-0.310747, -1.143429, -1.386911], [-1.219826, -2.298984, -0.984911], [-1.303663, -2.817532, 0.272054], [-2.199735, -3.915270, 0.346790], [-2.783882, -4.193524, -0.849480], [-2.261527, -3.129278, -2.076601], [-1.106478, -0.276342, -2.339847], [-1.929201, 0.908511, -1.930262], [-2.505232, 1.473291, -3.202306], [-2.236939, 0.766346, -4.290383], [-1.148353, -0.576286, -3.936707], [0.930733, -1.598609, -2.123702], [1.846916, -0.789134, -2.732132], [2.821375, -1.520997, -3.453343], [2.625468, -2.870027, -3.356120], [1.260941, -3.252673, -2.414173], [-0.744590, -2.428738, 1.104185], [-2.402391, -4.465678, 1.250825], [-3.502250, -4.960152, -1.080383], [-2.760348, 0.527561, -1.308427], [-3.116045, 2.360950, -3.185209], [-2.554542, 0.927129, -5.305909], [1.816357, 0.290212, -2.683138], [3.618297, -1.071385, -4.025508], [3.204481, -3.658054, -3.805861]],
  "atomic_forces_ev_per_a": [[0.2072, 0.4901, -0.2323], [-0.1024, 0.0903, 0.0635], [-0.4041, 0.1597, 0.3944], [0.1128, 0.0534, -0.1971], [-0.0939, 0.2384, -0.0750], [-0.0544, -0.1434, -0.1653], [0.0746, 0.0099, 0.1210], [0.3254, -0.2447, 0.6020], [-0.1083, 0.0472, -0.0155], [-0.0433, -0.0935, 0.0393], [-0.0308, 0.0544, 0.0523], [0.0164, -0.0391, -0.0797], [-0.0456, 0.0442, 0.0495], [0.0401, -0.0432, -0.0807], [-0.0757, 0.0785, 0.0346], [-0.0155, -0.0160, -0.0618], [0.0087, 0.0056, -0.0101], [0.0273, -0.0255, -0.0242], [0.0118, -0.0158, -0.0595], [-0.1599, -0.0720, 0.1557], [0.0572, 0.1736, 0.0469], [-0.1089, -0.4694, -0.2425], [-0.0987, 0.0353, 0.2011], [0.0585, 0.0770, -0.0584], [-0.0123, 0.1286, -0.0295], [0.0120, 0.0323, -0.0358], [0.0300, -0.0303, -0.0232], [0.0399, 0.0002, -0.1036], [0.0141, -0.0078, -0.0623], [0.0165, -0.0283, -0.0160], [0.4480, -0.4874, -0.0474], [-0.3106, 0.2817, 0.1304], [-0.0743, 0.0405, 0.0242], [-0.0101, -0.0415, -0.0754], [-0.0032, 0.0091, -0.0834], [0.0292, 0.0410, 0.0340], [-0.0270, -0.0425, -0.0128], [0.0013, -0.1014, 0.0846], [0.1234, 0.1897, -0.0729], [-0.0955, -0.1038, -0.1085], [0.0246, 0.0109, 0.1363], [-0.0109, -0.0283, -0.1995], [0.0606, -0.0880, 0.0813], [0.0355, -0.0477, -0.0610], [0.0414, -0.0585, 0.0975], [-0.0088, 0.0654, 0.0185], [0.0405, -0.0297, 0.0429], [0.0506, 0.0388, 0.0555], [-0.0150, -0.0419, 0.0560], [-0.0606, -0.0568, -0.0082], [-0.0613, -0.0973, -0.0653], [0.0531, 0.0065, -0.0818], [-0.0195, 0.0214, -0.0827], [-0.0005, 0.0577, 0.0153], [0.0412, 0.0141, -0.0311], [0.0491, -0.0418, -0.0342]],
  "charge": 1,
  "e_homo_ev": [-11.331, -11.515],
  "fmax_ha_per_bohr": 0.0141,
  "de_lowest_kcal_mol": 25.7,
  "s2": 3.777,
  "spin_multiplicity": 4,
  "orbital_gap_ev": [6.42, 6.59],
  "e_tot_ev": -111068.0864
}

---

{
  "formula": "H3NO3Si",
  "method": "ωB97M-V/def2-TZVPD",
  "elements": ["N", "O", "O", "O", "Si", "H", "H", "H"],
  "positions_angstrom": [[2.064317, 0.236216, -1.323974], [3.100368, 0.352355, -1.914867], [1.249190, 1.376034, -1.258353], [-0.347353, 0.231809, 0.289199], [-1.559558, 0.451950, 1.197296], [0.459883, 0.905809, -0.664403], [-2.120693, -0.381822, 2.208771], [-2.259602, 1.683035, 1.370267]],
  "atomic_forces_ev_per_a": [[0.9091, 0.3068, -0.5958], [-1.9972, 0.6659, 0.8493], [-0.1141, -2.0975, 0.6122], [-1.1314, -0.4101, 0.6769], [0.9726, 0.3249, -0.3041], [1.7392, 1.3769, -1.2384], [-0.0444, -1.1655, 0.3825], [-0.3339, 0.9987, -0.3826]],
  "e_homo_ev": -9.065,
  "fmax_ha_per_bohr": 0.0494,
  "de_lowest_kcal_mol": 44.7,
  "smiles": "O=[SiH2].O=NO",
  "orbital_gap_ev": 7.54,
  "e_tot_ev": -15555.1941
}

---

{
  "formula": "C8H20N3O",
  "method": "ωB97M-V/def2-TZVPD",
  "elements": ["C", "C", "C", "C", "C", "C", "C", "C", "N", "N", "N", "O", "H", "H", "H", "H", "H", "H", "H", "H", "H", "H", "H", "H", "H", "H", "H", "H", "H", "H", "H", "H"],
  "positions_angstrom": [[-0.724001, -2.036485, -0.291077], [0.561442, -1.952449, 0.485909], [-0.109960, 0.160057, -0.037216], [1.014382, 2.365944, 0.262384], [-1.297975, 2.107376, -0.151552], [2.305601, -0.260146, 0.837422], [1.700258, -0.862899, -1.451637], [-3.473136, -0.481890, -0.069779], [-1.141068, -0.664997, -0.182718], [-0.028328, 1.484898, -0.283404], [1.145861, -0.662497, -0.076460], [-2.226430, -0.301521, 0.625817], [-0.561808, -2.321249, -1.437467], [-1.301522, -2.744175, 0.196117], [0.245043, -1.722514, 1.472013], [1.319193, -2.698832, 0.455773], [0.364040, 0.356281, 2.182456], [0.744176, 3.334039, 0.702669], [1.297772, 1.836230, 1.121410], [1.874629, 2.485819, -0.435436], [-1.831493, 1.992168, 0.766844], [-1.328431, 3.221582, -0.432556], [-1.893341, 1.720660, -0.927079], [3.073918, -0.986414, 0.991798], [2.523108, 0.690943, 0.428945], [1.704416, -0.052941, 1.718260], [1.616308, -1.944475, -1.648124], [0.974590, -0.507724, -2.153281], [2.614313, -0.481217, -1.780993], [-3.715429, -1.521991, 0.050360], [-3.397720, -0.231196, -1.120848], [-4.180637, 0.135800, 0.448217]],
  "atomic_forces_ev_per_a": [[2.1980, -0.4799, -2.8938], [0.2927, 0.6427, -1.2370], [3.7229, 1.7559, 2.7530], [1.2690, -0.4439, -0.5544], [-1.6536, 3.1309, -1.8349], [-1.9991, 0.6641, -0.2269], [-2.8704, -2.2110, -0.9734], [0.6179, -0.4529, 0.1496], [-2.0499, 0.7347, -0.6382], [-0.5350, 0.7614, 0.1135], [1.1261, -1.0101, 0.5655], [0.3728, -0.3392, -0.2259], [-0.5830, 0.4347, 2.4812], [-1.8467, -1.0247, 0.6207], [0.2436, 0.2831, 1.2012], [0.2887, -0.7854, -0.2491], [-1.0328, 0.0327, -1.1488], [-0.8545, -0.2599, -0.9733], [0.8723, -0.4693, 1.5909], [-0.7179, -0.0202, 0.4453], [0.2380, -0.2172, 0.9264], [0.8047, -1.5974, 0.6009], [-1.2694, -0.7632, -0.8877], [0.3289, -0.5755, -0.7129], [1.5823, 0.4268, -0.0687], [0.3936, -0.0199, 0.9055], [0.7716, 0.3232, 0.1477], [-0.5212, 0.6700, -0.4329], [1.6560, 0.7837, 0.6659], [-0.5596, -0.4769, -0.1762], [0.0555, 0.2299, -0.1139], [-0.3414, 0.2731, 0.1807]],
  "charge": 1,
  "e_homo_ev": [-10.867, -10.865],
  "fmax_ha_per_bohr": 0.0963,
  "de_lowest_kcal_mol": 170.1,
  "orbital_gap_ev": [7.38, 7.37],
  "e_tot_ev": -15123.5955
}